Version i
{
  "formula": "C7H12O2",
  "method": "wB97M-V/def2-TZVPD",
  "symbols": ["C", "C", "C", "C", "C", "C", "C", "O", "O", "H", "H", "H", "H", "H", "H", "H", "H", "H", "H", "H", "H"],
  "xyz": [[0.839, 0.350, -0.635], [1.276, 1.664, -0.103], [-1.642, 0.756, -0.365], [-0.474, -0.221, -0.429], [-0.860, -1.551, -0.856], [0.009, -0.827, 1.022], [-0.393, -0.327, 2.205], [1.726, -0.381, -1.415], [-0.032, -2.447, -1.441], [2.637, -0.192, -1.150], [0.810, -2.005, -1.641], [-1.862, -1.908, -0.673], [0.704, -1.654, 0.975], [0.886, 1.816, 0.910], [0.954, 2.507, -0.728], [2.369, 1.709, -0.047], [-1.823, 1.165, -1.359], [-1.438, 1.579, 0.316], [-2.546, 0.260, -0.011], [-1.088, 0.494, 2.302], [-0.053, -0.788, 3.122]],
  "charge": 0,
  "lumo_ev": [0.6, 0.6],
  "homo_lumo_gap_ev": [6.529, 6.840]
}


Version ii
{
  "formula": "C7H12O2",
  "method": "wB97M-V/def2-TZVPD",
  "symbols": ["C", "C", "C", "C", "C", "C", "C", "O", "O", "H", "H", "H", "H", "H", "H", "H", "H", "H", "H", "H", "H"],
  "xyz": [[-2.706, 0.641, 0.233], [-1.254, 0.415, 0.000], [-0.190, 1.224, -0.204], [0.915, 0.258, -0.054], [1.891, 0.143, -1.208], [1.596, 0.165, 1.300], [-0.514, -0.870, 0.025], [-0.507, -1.705, -1.093], [-0.724, -1.653, 1.131], [-3.312, -0.013, -0.396], [-2.959, 0.427, 1.273], [-2.965, 1.678, 0.021], [-0.137, 2.269, -0.474], [1.449, 0.487, -2.145], [2.797, 0.719, -1.017], [2.187, -0.900, -1.350], [0.862, 0.181, 2.103], [2.169, -0.760, 1.383], [2.286, 1.002, 1.430], [-0.462, -1.161, -1.886], [-0.422, -2.548, 0.929]],
  "smiles": "CC1=CC(C)(C)C1(O)O",
  "charge": 0,
  "lumo_ev": 0.8,
  "homo_lumo_gap_ev": 9.238
}


Version iii
{
  "formula": "C7H12O2",
  "method": "wB97M-V/def2-TZVPD",
  "symbols": ["C", "C", "C", "O", "C", "C", "O", "C", "C", "H", "H", "H", "H", "H", "H", "H", "H", "H", "H", "H", "H"],
  "xyz": [[-1.290, 2.515, 0.648], [-0.075, 2.003, 0.860], [0.697, 0.873, -0.041], [1.977, 0.785, 0.552], [-0.135, -0.407, -0.027], [-0.325, -1.038, 1.348], [-1.380, -0.242, -0.674], [0.748, -1.446, -0.968], [0.470, -1.735, -2.244], [-1.930, 2.168, -0.158], [-1.664, 3.343, 1.246], [0.529, 2.420, 1.666], [0.791, 1.293, -1.046], [2.350, -0.097, 0.414], [-1.068, -0.484, 1.930], [-0.696, -2.064, 1.251], [0.608, -1.071, 1.919], [-1.845, -1.093, -0.637], [1.561, -1.981, -0.478], [1.023, -2.495, -2.790], [-0.346, -1.248, -2.774]],
  "smiles": "C=C[C@@H](O)[C@@](C)(O)C=C",
  "charge": 0,
  "lumo_ev": 0.8,
  "homo_lumo_gap_ev": 10.406
}


Version iv
{
  "formula": "C7H12O2",
  "method": "wB97M-V/def2-TZVPD",
  "symbols": ["C", "C", "C", "C", "O", "H", "H", "H", "H", "H", "H", "H", "H", "C", "C", "O", "C", "H", "H", "H", "H"],
  "xyz": [[1.186, -1.998, 0.746], [0.735, -0.607, 1.041], [1.137, 0.519, 0.400], [0.708, 1.881, 0.868], [2.233, 0.539, -0.441], [1.295, -2.161, -0.330], [2.140, -2.207, 1.237], [0.444, -2.716, 1.111], [-0.004, -0.512, 1.833], [1.070, 2.091, 1.878], [1.085, 2.658, 0.195], [-0.384, 1.956, 0.862], [2.419, -0.358, -0.761], [-0.519, 0.558, -2.695], [-0.926, -0.076, -1.751], [-1.630, -0.850, -0.905], [-2.568, -0.098, -0.141], [0.051, 1.140, -3.385], [-3.548, -0.573, -0.224], [-2.268, -0.137, 0.911], [-2.656, 0.951, -0.449]],
  "smiles": "C/C=C(/C)O.C#COC",
  "charge": 0,
  "lumo_ev": 0.9,
  "homo_lumo_gap_ev": 9.055
}


What should be chosen as the least stable of them? Choose version i.


Version i
{
  "formula": "C5H9NO3",
  "method": "wB97M-V/def2-TZVPD",
  "symbols": ["O", "C", "C", "O", "C", "C", "C", "N", "H", "H", "H", "H", "H", "H", "H", "H", "O", "H"],
  "xyz": [[0.085, 0.304, -3.182], [0.233, 0.486, -1.815], [-1.022, 0.938, -1.127], [-1.277, 0.333, -0.069], [-0.213, -0.670, 0.264], [0.543, -0.812, -1.060], [0.578, -0.164, 1.426], [0.563, 0.990, 1.955], [0.346, 1.095, -3.663], [0.980, 1.269, -1.573], [-0.204, 1.572, 1.608], [-1.720, 1.712, -1.464], [-0.786, -1.629, 0.544], [0.143, -1.659, -1.633], [1.618, -0.954, -0.913], [1.303, -0.907, 1.790], [-0.873, -1.078, 4.093], [-0.297, -0.824, 4.820]],
  "charge": 0,
  "lumo_ev": [-2.0, 0.8],
  "homo_lumo_gap_ev": [4.161, 10.933]
}


Version ii
{
  "formula": "C5H9NO3",
  "method": "wB97M-V/def2-TZVPD",
  "symbols": ["C", "C", "C", "O", "O", "H", "H", "H", "H", "H", "H", "C", "C", "N", "O", "H", "H", "H"],
  "xyz": [[-1.411, -1.375, -1.310], [-0.467, -0.095, 2.002], [-0.469, 0.567, 0.650], [-0.254, -1.143, -0.534], [-1.358, 1.254, 0.191], [-1.954, -2.237, -0.912], [-2.073, -0.500, -1.288], [-1.143, -1.600, -2.348], [0.320, -0.842, 2.082], [-1.427, -0.598, 2.120], [-0.365, 0.660, 2.786], [0.981, -0.161, -1.340], [1.803, 1.647, 0.402], [0.930, 0.780, 0.122], [2.066, -0.609, -1.617], [0.306, 0.361, -2.028], [2.020, 1.968, 1.419], [2.494, 1.923, -0.397]],
  "charge": 0,
  "lumo_ev": -0.4,
  "homo_lumo_gap_ev": 9.090
}


Version iii
{
  "formula": "C5H9NO3",
  "method": "wB97M-V/def2-TZVPD",
  "symbols": ["C", "C", "O", "C", "C", "N", "C", "O", "O", "H", "H", "H", "H", "H", "H", "H", "H", "H"],
  "xyz": [[-1.794, 1.200, 0.282], [-1.734, -0.274, -0.014], [-2.699, -1.003, 0.219], [-0.522, -0.831, -0.791], [0.733, -0.715, 0.109], [0.687, -0.307, 1.503], [1.570, 0.280, -0.723], [1.218, 1.328, -1.246], [2.895, -0.004, -0.619], [-2.841, 1.513, 0.333], [-1.345, 1.407, 1.255], [-1.308, 1.789, -0.497], [-0.550, -0.390, -1.791], [-0.743, -1.898, -0.918], [1.243, -1.683, 0.032], [1.642, -0.163, 1.839], [0.207, -1.005, 2.068], [3.341, 0.757, -1.044]],
  "smiles": "CC(=O)C[C@H](N)C(=O)O",
  "charge": 0,
  "lumo_ev": 0.5,
  "homo_lumo_gap_ev": 9.980
}


What should be chosen as the least stable of them? Choose version i.


Version i
{
  "formula": "C5H9NO3",
  "method": "wB97M-V/def2-TZVPD",
  "symbols": ["H", "N", "C", "C", "C", "C", "O", "C", "O", "H", "H", "H", "H", "H", "H", "O", "H", "H"],
  "xyz": [[1.148, 0.531, -3.048], [0.845, 0.899, -2.150], [-0.258, 0.387, -1.679], [-0.331, -0.686, -0.727], [-1.227, -0.449, 0.453], [-2.511, -0.753, 0.376], [-3.656, -0.943, 0.275], [-0.681, 0.155, 1.718], [0.113, -0.813, 2.384], [-0.262, 1.708, -1.689], [0.626, -1.162, -0.484], [-1.042, -0.914, -1.830], [-0.064, 1.030, 1.450], [-1.502, 0.501, 2.366], [0.533, -0.403, 3.145], [2.886, 0.620, 0.009], [2.058, 0.524, -0.506], [3.327, -0.231, -0.062]],
  "smiles": "[H]/N=C/CC(=C=O)CO.O",
  "charge": 0,
  "lumo_ev": [-0.1, -0.1],
  "homo_lumo_gap_ev": [7.453, 7.456]
}


Version ii
{
  "formula": "C5H9NO3",
  "method": "wB97M-V/def2-TZVPD",
  "symbols": ["C", "C", "C", "C", "C", "O", "O", "N", "O", "H", "H", "H", "H", "H", "H", "H", "H", "H"],
  "xyz": [[-0.355, -0.781, 0.137], [-1.623, -0.242, -0.439], [-0.514, -1.659, 1.342], [1.260, 1.240, 0.278], [0.943, -0.451, -0.251], [0.549, 0.668, -2.251], [0.376, 2.228, -0.009], [1.488, 0.359, -1.255], [2.053, 1.338, 1.187], [1.027, 1.325, -2.778], [0.657, 2.972, 0.549], [1.742, -1.019, 0.219], [-1.500, 0.195, -1.426], [0.436, -1.878, 1.833], [-2.379, -1.032, -0.486], [-2.015, 0.546, 0.217], [-0.963, -2.618, 1.060], [-1.181, -1.190, 2.074]],
  "charge": 0,
  "lumo_ev": 0.4,
  "homo_lumo_gap_ev": 8.296
}


What should be chosen as the least stable of them? Choose version i.